# C18H22N2O3S2

A single C18H22N2O3S2 molecule (ωB97M-V/def2-TZVPD, OMol25).

XYZ file:
```
47
Properties=species:S:1:pos:R:3
O -1.611 1.248 -0.724
C -0.469 1.221 -0.314
N -0.063 1.889 0.787
C -0.981 2.589 1.657
C -1.256 1.797 2.946
C 0.022 1.557 3.697
C 0.722 0.366 3.542
C 1.929 0.166 4.189
C 2.454 1.158 5.000
C 1.764 2.347 5.163
C 0.558 2.546 4.513
C 0.630 0.411 -0.999
C 0.501 -1.042 -0.520
C 1.464 -1.952 -1.284
N 1.336 -1.820 -2.713
S 0.378 -2.895 -3.526
O 0.591 -4.181 -2.935
O 0.625 -2.704 -4.923
C -1.317 -2.448 -3.233
C -2.085 -1.588 -3.956
C -3.386 -1.454 -3.425
C -3.571 -2.218 -2.316
S -2.168 -3.124 -1.903
C 1.422 -0.473 -3.218
C 0.449 0.475 -2.517
H 0.870 1.748 1.140
H -0.557 3.567 1.903
H -1.906 2.723 1.094
H -1.955 2.368 3.558
H -1.721 0.847 2.680
H 0.309 -0.414 2.918
H 2.459 -0.767 4.062
H 3.394 1.002 5.507
H 2.166 3.122 5.799
H 0.022 3.475 4.645
H 1.617 0.800 -0.725
H -0.528 -1.369 -0.678
H 0.718 -1.108 0.547
H 2.498 -1.705 -1.014
H 1.283 -3.002 -1.051
H -1.723 -1.087 -4.835
H -4.141 -0.817 -3.848
H -4.453 -2.305 -1.714
H 2.451 -0.122 -3.072
H 1.221 -0.529 -4.288
H 0.620 1.495 -2.867
H -0.582 0.208 -2.750
```

Properties
E_LUMO	0.5	eV
Kohn-Sham gap	9.624	eV
molecular weight	378.519	g/mol
highest occupied orbital energy	-9.1	eV
SMILES string	O=C(NCCc1ccccc1)C1CCN(S(=O)(=O)c2cccs2)CC1
DFT total energy	-1830.72754	Eh
energy relative to the best compared isomer or geometry (same formula, charge and spin)	33.7	kJ/mol
2S+1	1

What are the Mulliken partial charges on each atom? They are as follows, in elementary charge units:
1. O -0.689
2. C 0.043
3. N -0.120
4. C -0.879
5. C -0.938
6. C 0.258
7. C -0.052
8. C -0.639
9. C -0.431
10. C -0.570
11. C -0.315
12. C 0.485
13. C 0.288
14. C -1.254
15. N 0.158
16. S 1.284
17. O -0.720
18. O -0.734
19. C 0.078
20. C -0.166
21. C -0.555
22. C -0.489
23. S -0.158
24. C -1.129
25. C -0.391
26. H 0.353
27. H 0.422
28. H 0.394
29. H 0.433
30. H 0.343
31. H 0.326
32. H 0.397
33. H 0.376
34. H 0.381
35. H 0.399
36. H 0.309
37. H -0.031
38. H -0.041
39. H 0.330
40. H 0.513
41. H 0.494
42. H 0.424
43. H 0.464
44. H 0.352
45. H 0.489
46. H 0.554
47. H -0.045